Version A
{
  "formula": "C2H3N5O",
  "method": "ωB97M-V/def2-TZVPD",
  "elements": ["H", "N", "C", "N", "C", "N", "N", "N", "O", "H", "H"],
  "xyz": [[2.50468, 0.80982, 1.88542], [1.77645, 0.75431, 1.02062], [0.66877, 1.09664, 1.76640], [-0.53903, 0.94895, 1.19714], [-0.42816, 0.23865, -0.03253], [0.60572, -0.66087, -0.42334], [0.04394, -1.40552, -1.55942], [-1.10840, -0.87369, -1.67010], [-1.46242, -0.13313, -0.64919], [0.65123, 1.18359, 3.02034], [1.64904, -0.28241, -0.06979]],
  "smiles": "[H]/N=C/N=c1\\[nH]nno1",
  "multiplicity": 1,
  "gap_ha": 0.3467,
  "e_homo_ev": -9.4
}



Version B
{
  "formula": "C2H3N5O",
  "method": "ωB97M-V/def2-TZVPD",
  "elements": ["C", "C", "H", "H", "H", "N", "N", "N", "N", "N", "O"],
  "xyz": [[1.85837, 0.01549, -0.09464], [-0.85618, -0.92149, -0.35174], [-0.63416, 1.96658, 1.10581], [3.05414, 0.33963, 0.35536], [-2.69261, -0.38011, -0.01459], [-0.22245, 0.47177, -0.60678], [1.01041, 1.01922, -0.36113], [1.49985, -1.17812, 0.06488], [0.22960, -1.74275, -0.11218], [-2.09674, -1.24671, -0.02644], [-1.15022, 1.65648, 0.04146]],
  "multiplicity": 1,
  "gap_ha": 0.2590,
  "e_homo_ev": -9.5
}



Which of them is the most stable? Correct choice: version A.



Version A
{
  "formula": "CHNO2S",
  "method": "ωB97M-V/def2-TZVPD",
  "elements": ["C", "N", "O", "O", "S", "H"],
  "xyz": [[-0.05449, -1.08332, -0.40911], [-0.06764, 0.98243, 0.47257], [0.41937, 1.81825, -0.24397], [-0.53077, 0.98578, 1.55928], [1.28933, -1.63116, -0.95418], [-1.05580, -1.07198, -0.42458]],
  "multiplicity": 1,
  "gap_ha": [0.2724, 0.2506],
  "e_homo_ev": [-8.7, -8.3]
}



Version B
{
  "formula": "CHNO2S",
  "method": "ωB97M-V/def2-TZVPD",
  "elements": ["C", "N", "O", "O", "S", "H"],
  "xyz": [[0.63840, -0.30376, 1.51350], [0.36264, 0.00081, 0.37957], [0.74886, -0.49783, 2.64370], [1.99808, -2.06432, -0.86914], [2.39546, -0.66811, -0.47825], [-0.44782, 0.04060, -0.19966]],
  "multiplicity": 1,
  "gap_ha": [0.2724, 0.2727],
  "e_homo_ev": [-8.3, -8.3]
}



Which of them is the most stable? Correct choice: version B.



Version A
{
  "formula": "C3H7FO",
  "method": "ωB97M-V/def2-TZVPD",
  "elements": ["C", "C", "C", "H", "H", "H", "H", "H", "H", "H", "O", "F"],
  "xyz": [[1.06742, 1.08640, 0.12200], [0.56135, -0.19970, -0.42487], [-0.70801, -0.64259, 0.43396], [1.12527, 1.04176, 1.24126], [0.53903, 2.12295, -0.24693], [1.92896, 1.42438, -0.54707], [0.09125, -0.19628, -1.40791], [-0.59174, -0.40174, 1.46031], [-0.84942, -1.71278, 0.23480], [-2.72130, -1.23280, -0.67199], [-1.83210, 0.13327, -0.14790], [1.38930, -1.42288, -0.04566]],
  "multiplicity": 1,
  "gap_ha": 0.3143,
  "e_homo_ev": -10.2
}



Version B
{
  "formula": "C3H7FO",
  "method": "ωB97M-V/def2-TZVPD",
  "elements": ["C", "C", "C", "O", "F", "H", "H", "H", "H", "H", "H", "H"],
  "xyz": [[0.04181, -1.03440, -0.90485], [0.32929, 1.31896, 0.06252], [-0.41233, 0.07711, -0.06088], [-0.37451, -1.02512, 1.94833], [-1.72631, 0.41197, -0.24407], [-0.74563, -1.90951, -0.77038], [0.97249, -1.47946, -0.78215], [0.14879, -0.75727, -1.97055], [-0.30401, 2.10976, 0.50667], [0.79342, 1.49419, -1.02894], [1.18803, 1.25405, 0.69879], [0.08895, -0.46027, 2.54551]],
  "multiplicity": 1,
  "gap_ha": [0.3309, 0.3301],
  "e_homo_ev": [-9.4, -9.4]
}



Which of them is the most stable? Correct choice: version B.



Version A
{
  "formula": "CH3N3O",
  "method": "ωB97M-V/def2-TZVPD",
  "elements": ["N", "N", "O", "C", "N", "H", "H", "H"],
  "xyz": [[2.14900, 0.71468, -0.42745], [1.79195, -0.17374, 0.11628], [1.61856, -1.15215, 0.66654], [-1.14848, 0.42920, -0.33400], [-0.46821, -0.09935, 0.58653], [-2.24802, 0.06691, -0.61683], [-0.63845, 0.94113, -1.07306], [-1.05635, -0.72668, 1.08198]],
  "smiles": "N#[N+][O-].C=N",
  "multiplicity": 1,
  "gap_ha": 0.4213,
  "e_homo_ev": -10.3
}



Version B
{
  "formula": "CH3N3O",
  "method": "ωB97M-V/def2-TZVPD",
  "elements": ["O", "C", "N", "N", "N", "H", "H", "H"],
  "xyz": [[-2.63352, 0.09256, -0.00248], [-1.44498, 0.00023, 0.00458], [-0.43930, 0.95312, -0.08168], [0.65472, 0.00982, 0.00171], [-0.46982, -1.10022, -0.10934], [-0.33597, 1.94594, -0.00964], [1.07086, -0.11604, -0.91176], [-0.49569, -1.60967, 0.69348]],
  "smiles": "O=c1[nH][nH][nH]1",
  "multiplicity": 1,
  "gap_ha": 0.3915,
  "e_homo_ev": -9.7
}



Version C
{
  "formula": "CH3N3O",
  "method": "ωB97M-V/def2-TZVPD",
  "elements": ["C", "N", "N", "N", "O", "H", "H", "H"],
  "xyz": [[-1.45857, 0.32040, -0.09553], [1.86725, -0.48794, 0.08317], [0.88429, -0.89773, -0.39430], [-0.13566, 0.58825, -0.41760], [-2.16136, -0.70842, -0.06480], [-1.92242, 1.26504, 0.34681], [2.52345, -1.24108, 0.29785], [0.40302, 1.16148, 0.24440]],
  "multiplicity": 1,
  "gap_ha": 0.3679,
  "e_homo_ev": -9.6
}



Which of them is the most stable? Correct choice: version B.



Version A
{
  "formula": "C5H12O3",
  "method": "ωB97M-V/def2-TZVPD",
  "elements": ["C", "C", "C", "O", "C", "C", "H", "H", "H", "H", "H", "H", "H", "H", "H", "H", "O", "H", "H", "O"],
  "xyz": [[-0.20628, -1.83305, -0.96398], [0.24610, -0.76381, 0.02453], [1.11108, 0.30534, -0.67002], [0.47102, 0.80744, -1.74185], [2.25500, 0.55647, -0.09025], [2.76361, 0.78432, 1.29916], [0.63603, -1.99308, -1.66334], [-0.56859, -2.74873, -0.50434], [-1.03220, -1.34241, -1.49675], [0.74552, -1.11022, 0.94703], [-0.38860, 1.01835, -1.32865], [3.22345, 1.77441, 1.34667], [3.43385, 0.05017, 1.75392], [1.84501, 0.86373, 1.87793], [-0.67516, -0.22437, 0.39890], [-3.62553, -0.15566, 1.34171], [-2.72043, -0.07217, 1.03819], [-2.58428, 0.63334, -0.02599], [-2.57149, 2.16599, -0.61008], [-2.35811, 1.28393, -0.93279]],
  "multiplicity": 1,
  "gap_ha": 0.1566,
  "e_homo_ev": -7.7
}



Version B
{
  "formula": "C5H12O3",
  "method": "ωB97M-V/def2-TZVPD",
  "elements": ["C", "C", "C", "C", "C", "O", "O", "H", "H", "H", "H", "H", "H", "H", "H", "H", "H", "O", "H", "H"],
  "xyz": [[-1.24699, 0.04225, -0.85860], [0.16561, 0.64540, -0.71964], [0.84813, 0.92765, -2.04387], [1.02698, -0.38392, 0.12906], [0.89225, -0.00948, 1.57536], [0.25689, -0.49237, 2.47530], [1.63942, 1.12382, 1.82045], [-1.80058, 0.70804, -1.50413], [-1.18221, -1.00387, -1.16798], [-1.68945, -0.05165, 0.12582], [0.02735, 1.51897, -0.09566], [1.27061, 1.92003, -2.15674], [1.59138, 0.17471, -2.30328], [0.18443, 0.69676, -2.89424], [2.04723, -0.28189, -0.19029], [0.62659, -1.34931, -0.00620], [1.47413, 1.29632, 2.76017], [-1.94070, -2.07234, 1.41322], [-2.81928, -1.70984, 1.54512], [-1.37180, -1.69928, 2.09611]],
  "smiles": "CC(C)CC(=O)O.O",
  "multiplicity": 1,
  "gap_ha": 0.4205,
  "e_homo_ev": -10.7
}



Which of them is the most stable? Correct choice: version B.



Version A
{
  "formula": "C5H10N3O",
  "method": "ωB97M-V/def2-TZVPD",
  "elements": ["C", "C", "C", "C", "C", "N", "N", "N", "O", "H", "H", "H", "H", "H", "H", "H", "H", "H", "H"],
  "xyz": [[1.21554, -1.39596, -1.40256], [0.26862, -0.40915, 1.66812], [-1.37672, 0.17835, -0.12742], [1.45744, -0.43805, 0.79160], [0.47244, 0.90165, -1.37780], [1.61352, -1.37583, -0.21210], [-0.82215, 1.17656, -1.02854], [-0.87775, 0.53516, 1.26722], [0.80164, -0.23738, -1.98660], [1.11531, -2.17768, -2.22989], [-0.23785, -1.32106, 1.64740], [0.49743, -0.19896, 2.70287], [-2.50707, 0.08365, -0.00736], [-1.02408, -0.82350, -0.30520], [2.34490, 0.07280, 0.92128], [0.86322, 1.78592, -1.77650], [-1.37972, 1.70355, -1.77090], [-1.75249, 0.36642, 1.82259], [-0.67222, 1.57353, 1.40379]],
  "total_charge": 1,
  "multiplicity": 1,
  "gap_ha": [0.2952, 0.2925],
  "e_homo_ev": [-11.5, -11.8]
}



Version B
{
  "formula": "C5H10N3O",
  "method": "ωB97M-V/def2-TZVPD",
  "elements": ["C", "C", "N", "C", "C", "O", "N", "C", "N", "H", "H", "H", "H", "H", "H", "H", "H", "H", "H"],
  "xyz": [[2.73454, 1.03190, -0.20060], [1.33634, 0.53774, 0.01340], [0.39787, 1.39024, 0.08428], [-0.82340, 0.80358, 0.14870], [-1.96145, 1.13385, 0.97945], [-1.93226, 1.09787, -0.46235], [-0.51113, -0.91942, 0.20464], [-1.24467, -1.60171, -0.84209], [1.03261, -0.76584, 0.03156], [2.72139, 2.06443, -0.17484], [3.13961, 0.52598, -1.10328], [3.16915, 0.43725, 0.61326], [-2.54297, 0.28184, 1.41306], [-2.11406, 2.07719, 1.41055], [-0.68001, -1.26239, 1.14518], [-1.41267, -2.66997, -0.40848], [-2.16868, -0.96359, -0.77894], [-0.80232, -1.74005, -1.82744], [1.66213, -1.45890, -0.24608]],
  "total_charge": 1,
  "smiles": "CC1=N[C@]2(CO2)[N@@H+](C)N1",
  "multiplicity": 1,
  "gap_ha": 0.4037,
  "e_homo_ev": -14.1
}



Version C
{
  "formula": "C5H10N3O",
  "method": "ωB97M-V/def2-TZVPD",
  "elements": ["C", "C", "N", "C", "N", "N", "C", "C", "O", "H", "H", "H", "H", "H", "H", "H", "H", "H", "H"],
  "xyz": [[1.19863, 2.02925, -0.17523], [0.21623, 1.01609, -0.18948], [-1.07747, 1.16969, -0.05835], [-1.75540, -0.05179, -0.12774], [-3.10698, -0.18275, -0.06427], [-0.94481, -1.09849, -0.10473], [0.58777, -0.50906, -0.24068], [1.39301, -1.00244, 0.94286], [1.03400, -0.93289, -1.45745], [0.60501, 3.03965, 0.00787], [1.81867, 2.10830, -0.99334], [1.78717, 1.67217, 0.78685], [-3.51192, 0.72183, -0.33432], [-3.60461, -1.07658, -0.38722], [-1.21777, -2.08110, -0.24027], [1.58893, -2.02265, 0.89065], [0.97269, -0.72681, 1.99036], [2.42831, -0.45508, 1.03800], [1.58855, -1.61734, -1.28352]],
  "total_charge": 1,
  "smiles": "CC1=NC(=[NH2+])N[C@@]1(C)O",
  "multiplicity": 1,
  "gap_ha": 0.3859,
  "e_homo_ev": -14.8
}



Which of them is the most stable? Correct choice: version C.